Computed, not measured: a cluster of 4 separate species, C28H56BClF10NO9PS2 in total, with wB97M-V/def2-TZVPD.

Values from the calculation:
* SMILES string: CCOB(O)[C@@]1(P(=O)(O)O)OC(=O)[C@@](Cl)(S(=O)(=O)F)[C@@]1(N)CCC(F)(F)C(F)(F)S(F)(F)(F)(F)F.CCCCCC.CCCCCC.CCCCCC
* molar mass: 882.107 g/mol
* HOMO-LUMO gap: 9.7 eV
* total charge: 0
* energy: -4453.94283 Ha
* HOMO level: -9.86 eV

XYZ file:
```
109
Properties=species:S:1:pos:R:3:forces:R:3:lowdin_charge:R:1
C -1.633712 10.098505 -2.899032 0.441 0.327 -0.056 -0.042
C -0.609053 9.029060 -3.234975 -0.484 -0.062 0.295 -0.185
O 0.174168 8.644550 -2.086609 0.443 -0.406 -0.584 0.056
B 1.337364 9.268089 -1.825311 -0.057 0.350 -0.033 -0.678
O 1.562573 10.583932 -2.179421 0.098 -0.149 -0.082 0.179
C 2.532304 8.512751 -1.013753 -1.068 0.500 -0.056 -0.220
P 3.872400 8.509567 -2.284065 1.197 -1.032 0.802 0.511
O 4.736561 7.335977 -2.344882 -0.225 -0.004 -0.126 -0.223
O 4.610462 9.886783 -2.044682 -0.493 0.222 -0.619 -0.058
O 3.058621 8.707412 -3.668649 -0.466 0.253 0.246 -0.105
O 2.795718 9.400749 0.118034 0.204 -0.115 -0.259 0.075
C 1.877222 9.118967 1.069292 0.261 -0.333 -0.698 -0.532
O 1.521896 9.904490 1.866217 -0.239 0.535 1.001 0.192
C 1.397914 7.639926 0.931146 -0.527 1.051 -0.305 -0.596
Cl 1.786897 6.897383 2.476416 0.003 -0.401 0.059 0.841
S -0.479109 7.630700 0.864817 0.251 -1.316 0.784 0.642
O -0.994194 7.443725 2.172399 0.035 0.351 -0.159 -0.257
O -0.913697 6.769788 -0.177881 -0.044 0.308 -0.235 -0.225
F -0.778711 9.099814 0.479345 -0.054 0.308 -0.331 -0.103
C 2.261972 7.164316 -0.322198 1.123 -0.773 0.757 -0.431
N 3.544694 6.723859 0.211436 -0.040 0.051 -0.294 0.091
C 1.721813 6.073358 -1.235858 -0.931 0.329 -0.319 -0.094
C 1.360537 4.752171 -0.542503 0.442 0.340 0.158 -0.039
C 2.421361 3.645785 -0.628524 -0.221 0.226 0.135 -0.452
F 3.610955 4.110563 -1.062931 -0.133 0.029 0.006 0.117
F 2.619013 3.124243 0.616185 0.047 -0.016 -0.170 0.107
C 1.925423 2.498652 -1.547668 0.059 -0.358 0.205 -0.435
F 1.368814 3.008912 -2.653040 0.253 0.209 -0.085 0.129
F 0.965480 1.850148 -0.877719 -0.036 -0.018 -0.073 0.136
S 3.244692 1.232946 -2.106614 -0.446 -0.572 -0.365 0.768
F 2.353569 0.873948 -3.376095 -0.003 0.008 -0.037 -0.134
F 3.968652 2.356866 -2.943492 0.103 0.160 0.053 -0.117
F 4.137404 1.527727 -0.842548 0.115 0.090 0.004 -0.113
F 2.531781 0.055785 -1.324186 0.004 -0.003 0.222 -0.140
F 4.322946 0.194142 -2.608563 0.047 0.154 0.040 -0.113
H -1.864098 10.069167 -1.837639 -0.223 -0.181 0.022 0.081
H -1.232094 11.090266 -3.097677 -0.011 0.070 0.001 0.080
H -2.534161 9.966586 -3.491225 -0.124 -0.014 0.033 0.080
H 0.057774 9.334596 -4.040615 0.045 0.084 -0.044 0.119
H -1.115756 8.121915 -3.555701 0.056 -0.132 0.057 0.127
H 1.849988 10.700729 -3.089731 -0.081 0.167 0.046 0.110
H 4.766295 10.342167 -2.884732 0.210 0.169 0.195 0.106
H 2.579483 7.882703 -3.840190 0.204 -0.011 -0.399 0.104
H 3.487928 5.832574 0.681120 -0.007 -0.044 0.014 0.070
H 3.962034 7.388993 0.847548 0.021 0.041 0.003 0.097
H 2.406329 5.938407 -2.072254 0.337 -0.115 0.189 0.127
H 0.800497 6.452755 -1.664495 -0.058 0.001 -0.068 0.101
H 1.202208 4.942545 0.517199 -0.010 -0.152 0.120 0.112
H 0.409076 4.401105 -0.924243 -0.034 -0.155 -0.043 0.129
C 1.320599 -6.758292 0.297594 0.118 -0.071 0.043 -0.108
C 2.210066 -5.901544 1.193409 -0.127 -0.028 -0.057 -0.263
C 1.653277 -4.493681 1.390719 0.083 0.078 0.100 -0.229
C 1.529991 -3.657367 0.116928 -0.067 -0.050 -0.047 -0.232
C 2.831732 -3.454826 -0.654801 0.010 0.102 0.055 -0.263
C 3.893691 -2.701455 0.140954 0.039 -0.100 -0.143 -0.107
H 1.236930 -6.342871 -0.707645 -0.017 0.002 0.000 0.068
H 1.718058 -7.770015 0.202484 -0.030 -0.012 -0.006 0.071
H 0.315741 -6.828623 0.720071 -0.027 -0.001 -0.043 0.059
H 3.223610 -5.862225 0.785176 -0.001 0.037 -0.008 0.099
H 2.295199 -6.381393 2.171712 0.026 0.002 0.003 0.105
H 2.275395 -3.961928 2.116428 -0.004 0.014 -0.005 0.104
H 0.661735 -4.573792 1.847802 0.004 -0.009 0.021 0.096
H 1.124773 -2.675968 0.386205 0.014 0.015 -0.009 0.101
H 0.790800 -4.113348 -0.548482 -0.015 0.005 0.013 0.103
H 2.606765 -2.889607 -1.563015 0.014 -0.023 -0.025 0.099
H 3.232734 -4.416798 -0.986164 -0.028 -0.018 0.009 0.100
H 3.520300 -1.721738 0.443708 0.027 0.000 0.067 0.065
H 4.787358 -2.550055 -0.466470 0.013 0.059 0.026 0.071
H 4.198453 -3.248729 1.034209 -0.032 0.019 0.025 0.067
C -5.172044 -3.882531 2.829552 0.041 0.032 0.094 -0.110
C -4.654850 -2.501120 3.222977 -0.086 -0.043 -0.060 -0.268
C -4.179319 -1.668720 2.033343 0.023 0.031 0.019 -0.228
C -3.006074 -2.271837 1.259905 -0.028 -0.055 -0.012 -0.224
C -1.756677 -2.544220 2.095258 0.059 0.105 -0.061 -0.268
C -1.142432 -1.284900 2.699926 0.015 -0.109 0.048 -0.102
H -4.393721 -4.487675 2.361529 -0.006 -0.004 -0.018 0.055
H -5.527063 -4.427347 3.705369 -0.014 -0.017 -0.013 0.069
H -6.004741 -3.800142 2.127963 0.017 -0.011 -0.035 0.075
H -3.849819 -2.607505 3.955014 0.012 0.024 -0.002 0.098
H -5.455356 -1.955416 3.728883 0.015 0.006 0.028 0.104
H -3.911880 -0.668248 2.384256 0.014 -0.001 -0.004 0.101
H -5.015826 -1.529070 1.341329 -0.015 -0.007 0.008 0.109
H -2.743202 -1.593951 0.441574 0.017 0.002 0.001 0.110
H -3.323901 -3.204390 0.784684 -0.007 0.003 -0.004 0.097
H -1.012255 -3.019976 1.452693 -0.016 -0.046 0.005 0.076
H -1.978679 -3.262333 2.889828 -0.020 -0.014 -0.015 0.101
H -0.873239 -0.570560 1.918646 -0.025 0.024 0.002 0.073
H -0.236092 -1.526467 3.257496 0.015 0.023 -0.008 0.069
H -1.827689 -0.790748 3.390233 -0.005 0.022 -0.011 0.065
C -2.789901 -7.054768 -0.124938 -0.078 -0.020 -0.083 -0.111
C -3.910936 -8.057402 0.130800 0.039 0.090 0.071 -0.267
C -3.650586 -8.957694 1.337184 -0.034 -0.046 -0.004 -0.228
C -2.408311 -9.842921 1.221566 0.027 0.044 -0.005 -0.228
C -2.390577 -10.770573 0.007915 -0.021 -0.087 0.065 -0.270
C -3.531509 -11.784142 0.000432 0.049 0.046 -0.083 -0.112
H -1.846102 -7.554157 -0.348408 0.015 0.016 0.010 0.055
H -3.029879 -6.413270 -0.974194 0.024 0.027 0.009 0.071
H -2.636754 -6.412728 0.746085 0.040 -0.011 0.012 0.068
H -4.072516 -8.661741 -0.765896 -0.009 -0.025 0.013 0.098
H -4.842641 -7.511773 0.301388 -0.017 -0.011 -0.021 0.103
H -4.531186 -9.582463 1.510022 0.010 -0.014 0.005 0.100
H -3.547783 -8.332586 2.229904 -0.006 0.019 -0.005 0.108
H -2.328058 -10.447157 2.130655 0.005 -0.015 -0.004 0.109
H -1.512858 -9.215125 1.199985 -0.006 0.010 0.006 0.095
H -1.439865 -11.309863 0.000956 0.014 0.016 -0.029 0.104
H -2.414343 -10.185289 -0.915262 0.012 0.021 0.007 0.098
H -3.503535 -12.407137 0.896701 -0.027 0.012 0.019 0.074
H -3.459300 -12.442475 -0.866203 -0.013 -0.022 0.010 0.068
H -4.505936 -11.295412 -0.041424 -0.009 -0.004 0.017 0.064
```
Positions in Å, forces in eV/Å.